Run 1
A 3-piece molecular cluster, C8H18O2 overall, computed with wB97M-V/def2-TZVPD.

Its SMILES is CC(C)C=O.CC=O.CC. The value obtained for the gap between HOMO and LUMO is 10.64 eV. The calculation puts the molecular weight at 146.2 g/mol.

```
28
C8H18O2, DFT wB97M-V/def2-TZVPD
C -3.12333 0.27149 -1.35982
C -2.04452 0.33282 -0.27022
C -2.65601 0.28349 1.12797
C -1.24884 1.59395 -0.46365
O -0.23128 1.70211 -1.09690
H -3.65764 -0.67412 -1.28370
H -2.67748 0.34666 -2.35065
H -3.84129 1.08218 -1.23736
H -1.37793 -0.52411 -0.40101
H -3.21718 -0.64080 1.25319
H -1.87386 0.33002 1.88333
H -3.34436 1.11494 1.28031
H -1.77091 2.48928 -0.06974
C 2.26272 -0.74036 -1.71596
C 1.03611 -1.33931 -1.11021
O 0.95880 -2.24776 -0.28307
H 2.36720 -1.07728 -2.74685
H 2.07980 0.33529 -1.79867
H 3.13961 -0.96669 -1.11507
H 0.18605 -1.23284 -1.81621
C 1.70383 0.18950 1.45132
C 3.06380 -0.28676 1.93614
H 1.10081 -0.68465 1.04093
H 1.80406 0.97832 0.71099
H 1.11978 0.60430 2.27467
H 2.96944 -0.94724 2.79382
H 3.57549 -0.84781 1.15845
H 3.69717 0.55536 2.20797
```

How positive or negative is each atom? The natural (NBO) charges in e answer that: C -0.596; C -0.339; C -0.603; C 0.470; O -0.535; H 0.220; H 0.218; H 0.206; H 0.223; H 0.220; H 0.218; H 0.204; H 0.097; C -0.730; C 0.453; O -0.544; H 0.244; H 0.252; H 0.227; H 0.106; C -0.633; C -0.602; H 0.225; H 0.205; H 0.197; H 0.204; H 0.196; H 0.199



Run 2
One molecule with the formula C8H18O2, computed with wB97M-V/def2-TZVPD.

Its SMILES is C[C@@H](CC(O)O)C(C)(C)C. The value obtained for the gap between HOMO and LUMO is 9.94 eV. The calculation puts the molecular weight at 146.2 g/mol.

```
28
C8H18O2, DFT wB97M-V/def2-TZVPD
C -0.30142 0.33644 -1.79699
C -0.24314 0.32704 -0.27685
C -1.17915 -0.65970 0.32750
C -2.76156 -0.05898 0.26298
O -2.82033 1.17328 0.89022
O -3.31296 0.05787 -1.02591
C 1.32472 -0.02513 0.34170
C 1.38433 0.43127 1.79740
C 1.67945 -1.50599 0.24736
C 2.34482 0.78342 -0.45744
H -1.29442 0.63709 -2.12490
H -0.06771 -0.64509 -2.20717
H 0.39502 1.06091 -2.21108
H -0.47473 1.32528 0.10254
H -1.00707 -0.81061 1.38958
H -1.18232 -1.61580 -0.19646
H -3.36926 -0.78640 0.84170
H -3.38817 1.76129 0.37908
H -3.13722 -0.74844 -1.52066
H 2.38645 0.28608 2.20693
H 0.69352 -0.12408 2.42862
H 1.14422 1.49036 1.87772
H 1.58235 -1.86864 -0.77457
H 2.71158 -1.67113 0.56487
H 1.05157 -2.11199 0.89755
H 3.33052 0.72289 0.00972
H 2.44902 0.40468 -1.47219
H 2.06190 1.83410 -0.50126
```

How positive or negative is each atom? The natural (NBO) charges in e answer that: C -0.629; C -0.218; C -0.438; C 0.410; O -0.726; O -0.738; C 0.002; C -0.618; C -0.628; C -0.619; H 0.226; H 0.195; H 0.213; H 0.217; H 0.215; H 0.196; H 0.110; H 0.489; H 0.480; H 0.206; H 0.204; H 0.210; H 0.206; H 0.211; H 0.207; H 0.205; H 0.207; H 0.207



Of them, the most stable is run 2 and the least stable is run 1.



Run 1
A 2-piece molecular cluster, C4H11NO3 overall, computed with wB97M-V/def2-TZVPD.

Its net charge is +1. As for the multiplicity: 2. The value obtained for the gap between HOMO and LUMO (spin up / spin down) is 10.58 / 4.83 eV. The calculation puts the molecular weight at 121.1 g/mol.

```
19
C4H11NO3, DFT wB97M-V/def2-TZVPD
O -0.82402 -0.13938 1.51275
C 0.16770 -0.57520 0.98639
O 0.50126 -1.85792 1.27106
C 1.08698 0.24953 0.09207
C 0.42146 0.05237 -1.29771
C 1.12169 -0.98517 -2.18241
N 1.23898 1.53610 0.75358
H -0.33029 -2.30567 1.58982
H 2.11238 -0.20601 0.20299
H -0.63276 -0.45585 -1.14143
H 0.38837 0.94182 -1.89561
H 2.11457 -0.54058 -2.45042
H 0.63541 -1.08000 -3.14914
H 1.39232 -1.91324 -1.74812
H 1.83203 2.19383 0.25111
H 0.38838 1.95370 1.14044
H -4.22118 1.50386 1.43407
H -3.83081 0.44141 2.58247
O -3.56248 1.18640 2.04809
```

How positive or negative is each atom? The natural (NBO) charges in e answer that: O -0.531; C 0.767; O -0.659; C -0.220; C -0.385; C -0.610; N -0.236; H 0.527; H 0.281; H 0.261; H 0.249; H 0.212; H 0.256; H 0.234; H 0.416; H 0.437; H 0.482; H 0.484; O -0.965



Run 2
A 2-piece molecular cluster, C4H11NO3 overall, computed with wB97M-V/def2-TZVPD.

Its net charge is +1. As for the multiplicity: 2. The value obtained for the gap between HOMO and LUMO (spin up / spin down) is 9.70 / 4.76 eV. The calculation puts the molecular weight at 121.1 g/mol.

```
19
C4H11NO3, DFT wB97M-V/def2-TZVPD
C 1.27771 -0.52271 1.35876
O 2.22993 0.07254 2.22115
C 1.25781 0.21911 0.01834
C 0.16999 -0.21285 -0.96740
C -0.90483 0.83406 -1.19009
N -0.85652 1.59810 -2.24600
O -1.84629 0.92887 -0.38166
H 0.28156 -0.42478 1.76637
H 1.68810 -1.50188 1.20045
H 1.93263 0.90485 2.60680
H 2.21770 0.17137 -0.50068
H 1.24701 1.28240 0.22566
H -0.36293 -1.09422 -0.58620
H 0.56772 -0.49291 -1.92552
H 0.00248 1.83496 -2.74664
H -1.60673 2.26432 -2.40823
H -2.71680 -2.05052 0.44902
H -2.51532 -1.75074 1.94854
O -2.06323 -2.05998 1.15733
```

How positive or negative is each atom? The natural (NBO) charges in e answer that: C -0.056; O -0.702; C -0.433; C -0.471; C 0.650; N -0.701; O -0.071; H 0.175; H 0.208; H 0.474; H 0.248; H 0.220; H 0.289; H 0.269; H 0.452; H 0.437; H 0.474; H 0.486; O -0.948



Of them, the most stable is run 2 and the least stable is run 1.



Run 1
A 2-piece molecular cluster, C28H30N2O4 overall, computed with wB97M-V/def2-TZVPD.

The value obtained for the gap between HOMO and LUMO is 4.53 eV. The calculation puts the molecular weight at 458.6 g/mol.

```
64
C28H30N2O4, DFT wB97M-V/def2-TZVPD
C 5.73049 -0.14065 1.23664
N 4.29456 -0.34463 1.16844
C 3.38971 0.52258 0.62936
C 2.07590 0.04575 0.86839
C 0.89281 0.66334 0.43604
C -0.42386 0.14074 0.69705
C -0.74615 -1.16865 0.26304
C -1.94550 -1.77367 0.61562
C -2.91401 -1.03445 1.34766
N -4.12669 -1.59659 1.62540
C -4.52443 -2.86055 1.01821
C -3.36222 -3.82705 0.92455
C -2.17450 -3.18591 0.20715
C -5.23078 -0.79298 2.13541
C -4.75327 0.25249 3.12803
C -3.62143 1.09617 2.54853
C -2.62865 0.30486 1.75391
C -1.43557 0.88280 1.35500
C 2.24138 -1.21017 1.63446
C 1.39641 -2.10593 2.29376
C 1.93473 -3.27047 2.86239
C 3.31537 -3.50223 2.88609
C 4.18781 -2.54643 2.35846
C 3.63381 -1.42681 1.75417
H 6.17619 -1.03481 1.66518
H 6.15107 0.03924 0.24229
H 5.96397 0.72235 1.87156
H 3.65254 1.40434 0.04051
H 1.00149 1.69175 0.07304
H -0.02869 -1.73246 -0.33968
H -5.35357 -3.27700 1.60853
H -4.89953 -2.64634 0.00381
H -3.05275 -4.12587 1.93366
H -3.68186 -4.72638 0.38944
H -2.32723 -3.23500 -0.88168
H -1.26522 -3.76517 0.41355
H -5.71274 -0.28310 1.27966
H -5.97156 -1.47431 2.58549
H -5.59415 0.89431 3.40260
H -4.39868 -0.24966 4.03424
H -4.04945 1.89015 1.91979
H -3.08530 1.60198 3.36120
H -1.22790 1.93179 1.62941
H 0.33267 -1.89282 2.33192
H 1.25630 -4.01107 3.28912
H 3.71008 -4.41999 3.35269
H 5.26613 -2.66403 2.42075
C 1.16032 4.88078 -4.15323
C 1.38016 3.51511 -4.78578
C 1.65686 3.74422 -6.27229
O 2.51620 2.85013 -4.23368
C 2.36043 2.25693 -2.98025
O 3.39008 1.92736 -2.41001
C 1.03373 2.06691 -2.51707
C -0.02143 2.07939 -3.46618
O -1.11618 1.57853 -3.32909
O 0.22417 2.69272 -4.69555
H 0.94159 4.82887 -3.07794
H 2.05446 5.49104 -4.31301
H 0.33085 5.37566 -4.66720
H 1.80279 2.78349 -6.77425
H 0.80814 4.26801 -6.71674
H 2.54890 4.36354 -6.38393
H 0.86121 1.53784 -1.59864
```

How positive or negative is each atom? The natural (NBO) charges in e answer that: C -0.411; N -0.316; C 0.186; C -0.200; C 0.117; C -0.207; C -0.114; C -0.109; C 0.305; N -0.420; C -0.203; C -0.404; C -0.414; C -0.202; C -0.402; C -0.425; C -0.112; C -0.065; C -0.078; C -0.175; C -0.220; C -0.199; C -0.249; C 0.202; H 0.218; H 0.238; H 0.222; H 0.283; H 0.246; H 0.227; H 0.207; H 0.186; H 0.203; H 0.222; H 0.224; H 0.220; H 0.185; H 0.208; H 0.222; H 0.205; H 0.222; H 0.223; H 0.213; H 0.235; H 0.221; H 0.226; H 0.218; C -0.663; C 0.526; C -0.619; O -0.547; C 0.747; O -0.725; C -0.691; C 0.746; O -0.668; O -0.545; H 0.228; H 0.211; H 0.213; H 0.223; H 0.212; H 0.211; H 0.181



Run 2
One molecule with the formula C28H30N2O4, computed with wB97M-V/def2-TZVPD.

Its SMILES is CC1(C)OC(=O)C(Cc2ccc(C#N)cc2)([C@H](/C=C/N2CCCCC2)c2ccccc2)C(=O)O1. The value obtained for the gap between HOMO and LUMO is 7.99 eV. The calculation puts the molecular weight at 458.6 g/mol.

```
64
C28H30N2O4, DFT wB97M-V/def2-TZVPD
C 1.18516 -0.70735 4.37597
C 2.49555 -0.52227 3.62508
C 3.72371 -0.96502 4.39567
O 2.45737 -1.25644 2.37695
C 1.72746 -0.77834 1.32817
O 1.27219 -1.56153 0.51330
C 1.68199 0.72988 1.11296
C 0.27782 1.13316 0.63279
C -0.86009 0.69576 1.52472
C -1.49321 1.59100 2.39505
C -2.68911 1.23409 3.01321
C -3.25361 -0.02786 2.78716
C -4.51940 -0.37760 3.37037
N -5.55575 -0.66368 3.83327
C -2.59408 -0.93748 1.95601
C -1.41756 -0.57031 1.31700
C 2.80924 1.01717 0.11771
C 3.86489 1.93625 0.64059
C 4.81835 1.49620 1.51676
N 5.66993 2.32247 2.15241
C 6.69004 1.77818 3.03378
C 7.93290 2.67183 3.10930
C 7.60596 4.15420 3.28230
C 6.50276 4.63180 2.34427
C 5.28760 3.70628 2.38944
C 2.24106 1.41344 -1.25673
C 1.65705 0.40676 -2.04664
C 0.91488 0.74106 -3.17702
C 0.82991 2.07787 -3.58183
C 1.49949 3.06862 -2.85796
C 2.20687 2.74020 -1.69824
C 1.87664 1.47282 2.42428
O 1.44302 2.58968 2.62050
O 2.70708 0.88464 3.33977
H 0.33152 -0.36912 3.77232
H 1.08148 -1.77352 4.61007
H 1.22704 -0.14488 5.31669
H 4.62314 -0.81092 3.79158
H 3.80463 -0.37657 5.31522
H 3.63339 -2.02221 4.65550
H 0.27106 2.22657 0.52393
H 0.11325 0.67720 -0.34992
H -1.04149 2.56946 2.57495
H -3.20633 1.94520 3.65655
H -3.01229 -1.92748 1.77607
H -0.92753 -1.26391 0.63448
H 3.32245 0.05845 -0.06362
H 3.96978 2.90453 0.15383
H 4.99074 0.42134 1.67170
H 6.97384 0.78232 2.66954
H 6.26872 1.65778 4.05195
H 8.53334 2.52672 2.20294
H 8.54770 2.32880 3.94666
H 7.28823 4.33003 4.31773
H 8.50962 4.74781 3.10991
H 6.17334 5.63932 2.61474
H 6.87733 4.68554 1.31353
H 4.55442 4.01299 1.63948
H 4.80102 3.78592 3.38308
H 1.71540 -0.63375 -1.70791
H 0.39415 -0.04678 -3.72836
H 0.24092 2.34687 -4.45792
H 1.46246 4.11282 -3.17706
H 2.68602 3.53607 -1.12174
```

How positive or negative is each atom? The natural (NBO) charges in e answer that: C -0.660; C 0.545; C -0.633; O -0.535; C 0.842; O -0.582; C -0.280; C -0.433; C -0.029; C -0.206; C -0.159; C -0.191; C 0.281; N -0.311; C -0.175; C -0.161; C -0.269; C -0.378; C 0.094; N -0.436; C -0.201; C -0.404; C -0.400; C -0.404; C -0.213; C 0.098; C -0.258; C -0.198; C -0.221; C -0.207; C -0.240; C 0.856; O -0.558; O -0.549; H 0.232; H 0.232; H 0.234; H 0.227; H 0.232; H 0.230; H 0.251; H 0.252; H 0.241; H 0.229; H 0.229; H 0.237; H 0.227; H 0.208; H 0.189; H 0.207; H 0.171; H 0.202; H 0.212; H 0.196; H 0.214; H 0.213; H 0.201; H 0.224; H 0.184; H 0.237; H 0.217; H 0.216; H 0.215; H 0.213



Of them, the most stable is run 2 and the least stable is run 1.